The following is a DFT calculation (ωB97M-V with the def2-TZVPD basis set) of a cluster of 2 separate species, C3H8NO3 in total.

```
15
Properties=species:S:1:pos:R:3:lowdin_charge:R:1
C -0.06323 -1.29067 -1.76263 0.07
C 1.06279 0.35958 0.59542 -0.20
C -0.10440 0.39356 -0.36717 -0.41
N -1.38375 0.09262 0.48244 0.20
O -0.33638 -2.26509 -1.18017 0.14
O 0.85075 -0.77257 1.44324 -0.05
O -0.22301 1.49502 -1.08099 0.07
H 0.09687 -0.84162 -2.71807 0.12
H 1.51305 1.35075 1.08990 0.18
H 1.96845 0.14061 0.00520 0.13
H -1.14455 -0.91386 0.99640 0.22
H -1.61367 0.79918 1.22963 0.19
H -2.09151 -0.28152 -0.17809 0.16
H 1.44236 -0.56442 2.15034 0.09
H 0.02623 2.29844 -0.70545 0.09
```

Results
- Total charge: +1
- HOMO-LUMO gap: 0.350 Ha

The following is a DFT calculation (ωB97M-V with the def2-TZVPD basis set) of a cluster of 24 separate species, C24H5BCl92O2 in total.

```
124
Properties=species:S:1:pos:R:3:lowdin_charge:R:1
B 2.33767 -2.34658 -1.43637 -0.02
C 0.88811 -3.02215 -1.47367 -0.26
O 0.09516 -2.47137 -2.51588 -0.17
O -1.01316 -1.68655 -1.97999 -0.11
H 2.43349 -1.28571 -0.91816 -0.01
H 3.27790 -2.91556 -1.87942 0.03
H 0.40770 -3.00231 -0.50686 0.01
H 1.01816 -4.07650 -1.70182 0.11
H -0.71885 -1.24700 -1.17864 0.08
C 3.49589 1.63794 -2.20172 -2.00
Cl 2.15117 0.64512 -2.78631 0.54
Cl 3.50349 1.70114 -0.43507 0.50
Cl 5.01781 0.95821 -2.78913 0.51
Cl 3.27161 3.27432 -2.81372 0.52
C -3.10015 -1.84686 -5.10761 -1.99
Cl -2.75067 -0.31612 -4.30027 0.52
Cl -3.53463 -3.11668 -3.95405 0.51
Cl -4.48283 -1.60687 -6.17775 0.53
Cl -1.63461 -2.37235 -5.98453 0.47
C 3.99143 2.05121 3.58750 -2.04
Cl 5.23617 2.77982 2.56832 0.52
Cl 2.74506 1.30883 2.56775 0.49
Cl 4.72052 0.82964 4.63547 0.52
Cl 3.23360 3.30793 4.57105 0.51
C -0.57148 -4.05969 2.66366 -2.02
Cl 0.87495 -3.54083 1.78670 0.55
Cl -1.84416 -4.40497 1.49272 0.51
Cl -0.19808 -5.51311 3.59784 0.53
Cl -1.09789 -2.77590 3.75586 0.55
C -1.75627 -7.93179 -0.66493 -2.05
Cl -0.99914 -7.44359 0.85339 0.49
Cl -0.56313 -8.73749 -1.68882 0.53
Cl -3.09061 -9.03951 -0.32929 0.53
Cl -2.37287 -6.49862 -1.49758 0.51
C 7.98803 -2.32013 3.63023 -2.04
Cl 8.56167 -0.83914 4.40818 0.47
Cl 7.05959 -3.27893 4.78859 0.53
Cl 6.95262 -1.89462 2.27223 0.51
Cl 9.36523 -3.26424 3.05522 0.54
C 2.66443 -2.23964 -7.06042 -2.05
Cl 1.67337 -3.68760 -6.83674 0.52
Cl 2.33748 -1.57541 -8.66392 0.52
Cl 2.31331 -1.01207 -5.83871 0.51
Cl 4.37268 -2.67839 -6.93994 0.52
C 5.13805 -5.26375 0.34274 -2.04
Cl 6.25894 -6.07305 1.44328 0.53
Cl 5.87465 -3.77059 -0.23636 0.51
Cl 4.78823 -6.32027 -1.02848 0.54
Cl 3.63384 -4.90725 1.21221 0.50
C -5.73289 -1.82506 -0.45176 -2.03
Cl -4.09889 -1.94245 -1.11222 0.50
Cl -6.06288 -3.16112 0.66582 0.48
Cl -5.92586 -0.27875 0.38574 0.53
Cl -6.88551 -1.91929 -1.78780 0.53
C 3.23602 5.26568 8.57322 -2.06
Cl 3.43874 6.93220 9.12265 0.53
Cl 2.79845 4.23882 9.93577 0.51
Cl 1.95987 5.20296 7.35121 0.51
Cl 4.75143 4.68662 7.87426 0.51
C -4.85003 3.32110 -4.88424 -2.03
Cl -3.28931 3.16648 -5.69276 0.51
Cl -4.93355 2.19105 -3.52579 0.51
Cl -5.05761 4.98172 -4.30335 0.50
Cl -6.14064 2.93797 -6.02814 0.53
C -0.74011 5.18294 -2.86567 -2.02
Cl -0.32791 3.48004 -3.08203 0.50
Cl -2.08118 5.30017 -1.70327 0.50
Cl 0.66214 6.04705 -2.22223 0.52
Cl -1.16554 5.86638 -4.43474 0.51
C -8.90784 -4.77623 2.92080 -2.02
Cl -9.86313 -6.26092 2.86479 0.53
Cl -9.24859 -3.80902 1.48535 0.51
Cl -9.38281 -3.86447 4.36474 0.50
Cl -7.18308 -5.19871 2.92917 0.49
C -6.77382 -2.00503 6.98552 -2.03
Cl -5.60218 -2.69806 8.11613 0.50
Cl -6.48889 -0.26873 6.81372 0.53
Cl -6.64966 -2.79010 5.40573 0.48
Cl -8.40056 -2.27416 7.62668 0.52
C -2.23239 -1.35890 -10.50656 -2.03
Cl -3.09526 -2.71814 -11.23717 0.53
Cl -2.07527 -1.62518 -8.76659 0.47
Cl -0.62756 -1.22007 -11.23819 0.52
Cl -3.13756 0.13427 -10.78969 0.49
C 4.33088 1.48367 12.93578 -2.05
Cl 5.60093 0.39779 13.50188 0.51
Cl 5.06542 2.97722 12.35453 0.51
Cl 3.44728 0.72434 11.60331 0.51
Cl 3.21588 1.83767 14.26092 0.53
C -4.29805 3.22076 -13.73608 -2.04
Cl -4.49933 2.93183 -12.00250 0.49
Cl -5.69195 4.11995 -14.33750 0.50
Cl -2.82427 4.15510 -14.00846 0.53
Cl -4.18039 1.67266 -14.57724 0.53
C 9.51997 2.93852 6.86732 -2.02
Cl 9.15720 2.81384 8.59155 0.50
Cl 8.39335 4.06537 6.10527 0.53
Cl 11.17345 3.51994 6.65112 0.54
Cl 9.35118 1.34642 6.11632 0.45
C -4.86049 -3.91944 12.06194 -2.05
Cl -5.87355 -5.36457 12.00320 0.52
Cl -5.87122 -2.48335 11.87150 0.51
Cl -4.02843 -3.85611 13.62138 0.52
Cl -3.67268 -3.98514 10.74266 0.50
C 6.27394 3.29860 -5.92737 -2.05
Cl 5.28338 1.91825 -6.41620 0.51
Cl 6.60859 3.19379 -4.19734 0.49
Cl 7.79351 3.28362 -6.82949 0.53
Cl 5.40022 4.79697 -6.26567 0.52
C 8.32298 -0.60521 10.19395 -2.03
Cl 9.86911 -1.41366 10.47045 0.54
Cl 8.06306 -0.40789 8.46009 0.50
Cl 7.01728 -1.57634 10.88230 0.52
Cl 8.34113 0.98358 10.96715 0.49
C -3.39871 9.13997 -2.32270 -2.04
Cl -2.98194 8.93846 -0.61712 0.52
Cl -4.72507 10.29841 -2.47301 0.53
Cl -1.98933 9.73794 -3.20452 0.53
Cl -3.88787 7.58240 -2.99369 0.45
C -9.45669 5.03598 -12.28822 -2.05
Cl -10.27452 5.11535 -10.72301 0.52
Cl -10.35733 3.96768 -13.36970 0.52
Cl -9.37670 6.65453 -12.99323 0.52
Cl -7.81980 4.40913 -12.07548 0.48
```

Results
- HOMO-LUMO gap: 0.346 Ha

The following is a DFT calculation (ωB97M-V with the def2-TZVPD basis set) of a structure of composition C5H4N2.

```
11
Properties=species:S:1:pos:R:3:lowdin_charge:R:1
C -0.99782 -2.39761 -1.38278 0.09
C -0.89468 -1.36161 -0.66379 -0.17
C -0.61652 -0.19672 0.11626 -0.29
C -0.43310 1.09675 -0.33518 -0.02
C 0.67810 1.55095 0.38707 -0.15
N 1.11494 0.64422 1.26200 0.05
N 0.30044 -0.38595 1.10387 0.01
H 0.14672 -1.73832 -1.18205 0.10
H -0.98780 1.58941 -1.12081 0.11
H 1.23559 2.46131 0.23342 0.10
H 0.45414 -1.26243 1.58199 0.17
```

Results
- HOMO-LUMO gap: 0.383 Ha

The following is a DFT calculation (ωB97M-V with the def2-TZVPD basis set) of a structure of composition C17H28ClIrO3P.

```
51
Properties=species:S:1:pos:R:3:lowdin_charge:R:1
C 0.07333 0.49434 -5.29453 -0.92
C 1.47422 1.06484 -5.52517 -0.11
C -0.11229 -0.80585 -6.07914 -0.11
C -0.98685 1.52201 -5.69632 -0.11
Cl -0.11981 0.13358 -3.52358 0.68
H -0.01166 -0.60677 -7.15442 0.10
H -1.10338 -1.23939 -5.89995 0.08
H 0.63913 -1.55183 -5.79477 0.08
H 1.61898 1.28099 -6.59257 0.10
H 2.24907 0.35662 -5.20954 0.08
H 1.61335 1.99629 -4.96454 0.08
H -0.91602 1.73261 -6.77193 0.10
H -0.84401 2.46222 -5.15119 0.08
H -1.99703 1.15407 -5.48171 0.08
C 1.47203 -1.34096 1.26002 -0.21
C 0.98990 -2.41811 0.44166 -0.20
C 1.15218 -2.02470 -0.93645 -0.20
H 0.57132 -3.36152 0.79713 0.13
C 1.75636 -0.71320 -0.95261 -0.19
C 1.96182 -0.30949 0.39895 -0.17
H 2.41847 0.61854 0.73000 0.11
H 1.48197 -1.32574 2.34845 0.09
H 0.87483 -2.60756 -1.81051 0.13
H 2.03666 -0.14490 -1.83741 0.10
C -1.71922 0.80840 0.66476 -0.19
C -1.93139 -0.42185 1.38730 -0.23
C -2.29401 -1.43538 0.43483 -0.18
H -1.84237 -0.55816 2.45864 0.07
C -2.30327 -0.83862 -0.87032 -0.17
C -1.94493 0.54427 -0.73217 -0.19
H -1.86098 1.26833 -1.53300 0.10
H -1.43591 1.76064 1.10002 0.11
H -2.51402 -2.47295 0.66982 0.13
H -2.56808 -1.33877 -1.79551 0.13
Ir -0.25821 -0.71664 0.03196 1.58
C 0.32302 -1.65873 4.84345 -0.06
O -0.68113 -0.70209 4.46552 -0.32
P -0.48554 0.89242 4.26205 1.07
O 0.07298 1.40147 5.72350 -0.24
C -0.47626 0.93095 6.98165 -0.04
O 0.80521 1.01946 3.20543 -0.29
C 1.16101 2.35451 2.75102 -0.07
H 0.35859 -2.40468 4.04339 0.10
H 0.01696 -2.15535 5.77504 0.11
H 1.32954 -1.23534 4.97520 0.11
H -1.58100 0.88398 6.98472 0.12
H -0.06399 -0.05165 7.25756 0.10
H -0.14070 1.66995 7.71869 0.11
H 1.16472 2.38260 1.64317 0.09
H 0.41848 3.08997 3.11202 0.10
H 2.15793 2.61714 3.14143 0.12
```

Results
- Expectation value of S²: 8.768
- Total charge: +2
- 2S+1: 6
- HOMO-LUMO gap (alpha / beta): 0.226 / 0.166 Ha

The following is a DFT calculation (ωB97M-V with the def2-TZVPD basis set) of a cluster of 2 separate species, C4H13NO2 in total.

```
20
Properties=species:S:1:pos:R:3:lowdin_charge:R:1
C -0.74177 -1.56057 0.58046 -0.05
C 0.09975 -0.51546 -0.17522 -0.42
N 0.95327 -1.16691 -1.18492 0.04
C 0.84380 0.50457 0.66185 -0.42
C -0.12193 1.31552 1.55381 -0.03
O 1.91944 -0.10304 1.36593 -0.03
H -0.33443 -1.71076 1.58438 0.07
H -1.79360 -1.29556 0.66246 0.07
H -0.59377 -2.53621 0.10941 0.07
H -0.62912 0.06288 -0.77773 0.12
H 1.51637 -1.89695 -0.79023 0.06
H 1.48016 -0.45988 -1.66355 0.07
H 1.28451 1.24630 -0.01763 0.14
H -0.37945 2.23186 1.03389 0.08
H -1.00081 0.72859 1.80515 0.07
H 0.36684 1.64503 2.47624 0.08
H 1.73972 -0.09742 2.30923 0.08
O -1.18509 1.32081 -3.28068 -0.07
H -1.57766 0.45601 -3.47000 0.04
H -1.84625 1.83121 -2.78284 0.04
```

Results
- SMILES: C[C@H](N)[C@@H](C)O.O
- HOMO-LUMO gap: 0.353 Ha

The following is a DFT calculation (ωB97M-V with the def2-TZVPD basis set) of an isolated molecule of C17H19NO5S2.

```
44
Properties=species:S:1:pos:R:3:lowdin_charge:R:1
C -5.51609 -2.54544 0.49953 -0.06
O -5.06707 -1.53861 -0.44332 -0.09
C -3.94144 -0.81231 -0.19497 -0.27
C -3.09112 -0.92988 0.92916 0.01
C -1.88529 -0.20754 0.98808 -0.04
C -1.48794 0.67407 -0.04794 -0.16
C -0.04366 1.23456 -0.36900 -0.30
C 0.98425 0.33527 0.25713 -0.42
S 0.89353 -1.39126 0.31502 0.67
O 0.66473 -1.83785 1.67618 -0.32
O 0.07377 -1.87969 -0.78146 -0.30
C 2.60177 -1.75255 -0.04380 -0.25
C 3.08481 -3.02277 -0.31782 -0.03
C 4.43773 -3.15177 -0.62381 -0.06
C 5.27634 -2.03484 -0.69587 -0.06
C 4.77149 -0.76393 -0.43835 -0.04
C 3.43822 -0.65187 -0.07962 -0.26
S 2.65045 0.88568 0.31738 0.70
O 2.86599 1.81609 -0.79828 -0.33
O 3.04508 1.27287 1.65413 -0.31
N 0.28439 2.59330 -0.05131 -0.16
C 0.16910 2.88339 1.45515 0.04
C -0.22454 3.78661 -0.81352 0.02
C -2.38944 0.81483 -1.10707 -0.05
C -3.55243 0.07975 -1.21044 0.00
H -6.41797 -2.95207 0.03051 0.09
H -4.75984 -3.33812 0.62996 0.10
H -5.76750 -2.09196 1.47268 0.09
H -3.36937 -1.61419 1.73676 0.11
H -1.27257 -0.39569 1.87769 0.11
H 0.07454 1.11694 -1.47394 0.16
H 2.39833 -3.86597 -0.28445 0.13
H 4.83631 -4.14485 -0.80559 0.11
H 6.33189 -2.14199 -0.93834 0.11
H 5.36939 0.13958 -0.49900 0.12
H 1.29819 2.67678 -0.28436 0.11
H 0.85971 2.24746 2.02012 0.09
H 0.41609 3.93114 1.65537 0.10
H -0.85913 2.65052 1.72117 0.10
H 0.15337 3.73848 -1.84008 0.11
H -1.31069 3.90540 -0.73590 0.11
H 0.27336 4.64955 -0.34764 0.10
H -2.09839 1.46132 -1.93422 0.11
H -4.19832 0.17155 -2.07591 0.12
```

Results
- SMILES: COc1ccc([C@H](C2=[S@@](=O)([O-])c3ccccc3S2(=O)=O)[NH+](C)C)cc1
- HOMO-LUMO gap: 0.287 Ha

The following is a DFT calculation (ωB97M-V with the def2-TZVPD basis set) of a structure of composition C6H10N2.

```
18
Properties=species:S:1:pos:R:3:lowdin_charge:R:1
C 0.34124 1.00698 -1.88124 -0.12
C 0.71156 0.45366 0.10105 -0.32
C 0.38700 -0.35452 1.31527 -0.21
C -1.17405 -0.48914 1.36696 -0.13
C -1.01498 -1.07076 0.00854 -0.21
C -0.48175 0.24712 -0.67407 -0.20
H -0.31273 1.73586 -2.45245 0.10
H 1.04068 0.43858 -2.56155 0.11
H 0.48812 2.73105 -0.70900 0.15
H 1.54595 -0.16914 -0.22401 0.14
H 0.97748 -0.38739 2.20984 0.13
H -1.99234 0.27535 1.49907 0.11
H -1.45827 -1.26740 2.14936 0.13
H -1.62384 -1.80995 -0.41699 0.12
H 0.34276 -2.40640 1.08595 0.11
H -1.19073 1.04324 -0.33301 0.13
N 1.05526 1.73455 -0.73252 -0.04
N 0.31171 -1.58368 0.49449 -0.01
```

Results
- HOMO-LUMO gap: 0.352 Ha

The following is a DFT calculation (ωB97M-V with the def2-TZVPD basis set) of a cluster of 2 separate species, C4H12O4P in total.

```
21
Properties=species:S:1:pos:R:3:lowdin_charge:R:1
C 1.70356 -0.99654 0.53867 -0.23
C 1.99851 0.09640 -0.46650 -0.50
C 1.24918 -0.26741 -1.76618 -0.21
P 1.50330 1.63780 0.15216 0.34
O 2.41918 2.30548 1.08701 -0.36
O 0.04001 1.61444 0.89857 -0.19
O 1.17698 2.60820 -1.11289 -0.20
H 2.12044 -0.79617 1.52105 0.06
H 2.17532 -1.91383 0.18632 0.04
H 0.63023 -1.22143 0.65066 0.05
H 0.16261 -0.35375 -1.62339 0.05
H 1.62488 -1.22983 -2.10278 0.05
H 1.43406 0.47380 -2.53348 0.03
H -0.40498 0.80478 0.60039 0.01
H 1.81549 2.38951 -1.81142 0.05
C -3.43226 -1.17875 1.04365 -0.16
O -2.39515 -0.30578 0.62719 -0.13
H -3.03944 -2.19139 1.00721 0.08
H -3.74830 -0.95914 2.06799 0.07
H -4.29911 -1.11150 0.37855 0.07
H -2.73450 0.59511 0.65723 0.08
```

Results
- Total charge: -1
- HOMO-LUMO gap: 0.192 Ha

Total energy for the records above, in order: -10862.805; -1181791.184; -8225.116; -48852.235; -9943.557; -51331.288; -9358.234; -21823.198 eV